Record 1
{"formula": "C8H12SSi", "method": "ωB97M-V with the def2-TZVPD basis set", "de_lowest_kcal_mol": 27.2, "total_charge": 0, "homo_ev": -8.21, "e_tot_ha": -999.66940, "e_lumo_ev": 0.066, "gap_ev": 8.27, "symbols": ["C", "C", "C", "C", "C", "C", "C", "C", "Si", "S", "H", "H", "H", "H", "H", "H", "H", "H", "H", "H", "H", "H"], "xyz": [[3.4402, 0.9930, -0.0588], [3.0750, -0.2574, 0.3665], [2.4817, 1.9298, -0.3830], [1.7704, -0.6103, 0.5103], [1.0960, 1.5827, -0.2089], [0.7492, 0.3093, 0.1102], [-1.5065, -1.5518, -0.9472], [-2.2004, -0.2524, 1.6349], [-1.0866, -0.0871, 0.0981], [-2.7790, 2.1527, -0.7541], [4.5580, 1.0891, -0.3701], [3.7890, -1.0842, 0.4461], [2.7011, 2.9176, -0.7726], [1.4624, -1.5885, 0.6745], [0.3253, 2.2759, -0.4126], [-2.3619, -2.0922, -0.5156], [-1.8870, -1.2763, -2.0026], [-0.6017, -2.1971, -1.1330], [-1.9804, -1.2000, 2.0374], [-1.8939, 0.4639, 2.3301], [-3.2827, -0.1691, 1.5388], [-3.1612, 1.1067, -1.4898]]}

---

Record 2
{"formula": "C9H15BrN4OP", "method": "ωB97M-V with the def2-TZVPD basis set", "total_charge": -1, "homo_ev": -2.84, "e_tot_ha": -3561.56274, "e_lumo_ev": 2.587, "gap_ev": 5.42, "symbols": ["C", "P", "O", "Br", "H", "H", "H", "C", "C", "N", "H", "H", "H", "C", "C", "N", "H", "H", "H", "C", "C", "N", "H", "H", "H", "C", "C", "N", "H", "H", "H"], "xyz": [[3.8296, -1.2803, -0.1424], [2.3252, -0.5694, -0.9340], [1.0989, -1.7413, -0.5588], [1.8093, 1.3690, 0.1836], [3.8691, -0.9427, 0.9203], [4.7369, -0.9149, -0.6808], [1.1652, -1.8238, 0.4071], [-2.2342, -0.4361, -0.6140], [-1.4052, 0.3867, -1.4874], [-0.7353, 1.0339, -2.1558], [-2.8265, -1.1485, -1.1859], [-1.6257, -1.0066, 0.0866], [-2.9271, 0.1694, -0.0283], [-1.9095, -4.8276, -1.1268], [-2.6450, -3.9148, -0.2565], [-3.2233, -3.1935, 0.4230], [-0.8372, -4.6288, -1.0924], [-2.0621, -5.8664, -0.8324], [-2.2282, -4.7294, -2.1648], [3.0262, 1.6140, 3.7680], [3.9269, 0.4677, 3.6976], [4.6392, -0.4300, 3.6423], [2.3655, 1.6880, 2.8960], [2.3886, 1.5560, 4.6516], [3.5830, 2.5497, 3.8298], [-2.2975, 4.1759, -2.2717], [-2.4591, 4.9708, -1.0566], [-2.5861, 5.5970, -0.1031], [-1.8004, 3.2254, -2.0681], [-3.2609, 3.9484, -2.7296], [-1.7000, 4.7023, -3.0164]]}

---

Record 3
{"formula": "ClMg2", "method": "ωB97M-V with the def2-TZVPD basis set", "de_lowest_kcal_mol": 28.2, "total_charge": 3, "homo_ev": -22.95, "e_tot_ha": -859.09440, "e_lumo_ev": -16.232, "gap_ev": 6.72, "symbols": ["Mg", "Mg", "Cl"], "xyz": [[7.6509, -4.6337, -7.1695], [2.1634, -4.1683, -5.4548], [4.8300, -5.1462, -6.5507]]}

---

Record 4
{"formula": "C5H11N3", "method": "ωB97M-V with the def2-TZVPD basis set", "de_lowest_kcal_mol": 102.9, "total_charge": 0, "homo_ev": -7.75, "e_tot_ha": -361.22549, "e_lumo_ev": 0.655, "gap_ev": 8.41, "symbols": ["C", "C", "C", "C", "N", "H", "H", "H", "H", "H", "H", "H", "N", "C", "N", "H", "H", "H", "H"], "xyz": [[-1.8585, 0.8136, -0.3013], [-0.8526, -0.2906, -0.2243], [0.7434, 0.1151, -1.0704], [-1.1928, -1.5758, -0.1200], [0.7413, 1.0384, -1.9693], [1.0122, 0.6573, -2.8750], [1.1651, -0.8870, -1.1875], [-1.9902, 1.2863, 0.6803], [-1.5522, 1.5900, -1.0097], [-2.8432, 0.4658, -0.6315], [-2.2283, -1.9040, -0.0541], [-0.4428, -2.3633, -0.0806], [1.6974, 0.6897, 0.3837], [0.9493, 0.0825, 1.4604], [1.3973, -1.0493, 1.8601], [2.6472, 0.3210, 0.3175], [1.5745, 1.6944, 0.2710], [0.8080, -1.4254, 2.6027], [0.2247, 0.7413, 1.9480]]}

---

Record 5
{"formula": "C11H25Br2O7S", "method": "ωB97M-V with the def2-TZVPD basis set", "de_lowest_kcal_mol": 20.4, "total_charge": -1, "homo_ev": -5.17, "e_tot_ha": -6506.99088, "e_lumo_ev": 2.575, "gap_ev": 7.75, "symbols": ["C", "C", "Br", "C", "Br", "S", "O", "O", "O", "H", "H", "H", "H", "H", "C", "O", "C", "C", "O", "C", "H", "H", "H", "H", "H", "H", "H", "H", "H", "H", "C", "O", "C", "C", "O", "C", "H", "H", "H", "H", "H", "H", "H", "H", "H", "H"], "xyz": [[0.0089, 0.3725, 1.9029], [-0.2311, 1.5903, 1.0060], [0.8274, 3.0703, 1.8555], [-1.7418, 2.0500, 0.9151], [-2.2878, 3.4542, 2.1947], [-2.9466, 0.6736, 0.9641], [-4.2529, 1.3239, 0.8419], [-2.8006, -0.1853, -0.2170], [-2.9416, -0.0961, 2.2570], [1.0780, 0.0964, 1.9059], [-0.2720, 0.5882, 2.9448], [-0.5627, -0.4947, 1.5498], [0.2257, 1.4941, 0.0129], [-1.8650, 2.5247, -0.0683], [0.1219, 3.4138, -2.8645], [1.3510, 2.8328, -2.4579], [2.2188, 2.5602, -3.5453], [3.3009, 3.6157, -3.6686], [2.7573, 4.8809, -4.0221], [2.6316, 5.7525, -2.9104], [-0.3702, 3.8126, -1.9776], [0.2744, 4.2311, -3.5738], [-0.5237, 2.6520, -3.3128], [1.6541, 2.4704, -4.4788], [2.6926, 1.5942, -3.3438], [3.9864, 3.3260, -4.4716], [3.8765, 3.6886, -2.7409], [3.6132, 6.1511, -2.6321], [2.1827, 5.2525, -2.0492], [1.9876, 6.5811, -3.2043], [-1.4594, -6.2842, 0.7558], [-1.5196, -6.2767, 2.1709], [-0.2568, -6.0360, 2.7746], [-0.1214, -4.5968, 3.2374], [-0.1061, -3.7004, 2.1425], [-1.3650, -3.0550, 1.9334], [-2.4786, -6.2261, 0.3756], [-0.8973, -5.4312, 0.3697], [-1.0036, -7.2171, 0.4037], [0.5558, -6.2989, 2.0892], [-0.1895, -6.6950, 3.6472], [0.8364, -4.4847, 3.7580], [-0.9210, -4.3379, 3.9385], [-1.5262, -2.2757, 2.6810], [-2.1903, -3.7698, 1.9634], [-1.3503, -2.5923, 0.9476]]}

---

Record 6
{"formula": "C23H24N4OPdS2Te", "method": "ωB97M-V with the def2-TZVPD basis set", "de_lowest_kcal_mol": 8.7, "total_charge": 0, "homo_ev": -6.94, "e_tot_ha": -2377.39025, "e_lumo_ev": -0.211, "gap_ev": 6.73, "symbols": ["Pd", "N", "C", "S", "N", "N", "C", "C", "C", "C", "C", "C", "C", "C", "C", "C", "C", "C", "N", "H", "H", "H", "H", "H", "H", "H", "H", "H", "H", "H", "O", "S", "C", "C", "C", "C", "H", "H", "H", "H", "H", "H", "H", "H", "Te", "C", "C", "C", "C", "C", "C", "H", "H", "H", "H", "H"], "xyz": [[-0.4118, 1.3113, 0.2815], [2.9548, 3.8249, 0.5676], [2.1205, 2.7872, 0.2694], [0.7049, 3.1620, -0.7017], [2.4452, 1.6130, 0.7138], [1.5265, 0.6450, 0.3224], [1.9773, -0.4883, -0.0655], [3.4091, -0.8673, 0.0307], [4.0878, -1.2766, -1.1126], [5.4218, -1.6500, -1.0376], [6.0760, -1.6376, 0.1851], [5.3968, -1.2427, 1.3308], [4.0710, -0.8498, 1.2549], [1.0252, -1.4447, -0.6860], [1.2418, -2.8160, -0.6168], [0.3566, -3.6605, -1.2668], [-0.6994, -3.1114, -1.9707], [-0.8344, -1.7302, -1.9847], [0.0071, -0.9115, -1.3675], [2.8509, 4.6612, 0.0207], [3.8908, 3.5750, 0.8438], [3.5714, -1.2958, -2.0647], [5.9465, -1.9550, -1.9335], [7.1143, -1.9369, 0.2471], [5.9043, -1.2360, 2.2866], [3.5413, -0.5241, 2.1397], [2.0797, -3.2079, -0.0575], [0.4913, -4.7332, -1.2190], [-1.4138, -3.7311, -2.4939], [-1.6520, -1.2629, -2.5203], [-3.7195, 1.5877, 0.4712], [-2.4386, 2.2749, 0.2349], [-2.6934, 3.2748, -1.2500], [-3.4262, 4.5080, -0.7371], [-2.6383, 4.9559, 0.4954], [-2.3641, 3.7120, 1.3439], [-3.2609, 2.6453, -1.9327], [-1.7254, 3.5259, -1.6807], [-4.4504, 4.2434, -0.4686], [-3.4640, 5.2870, -1.4982], [-3.1743, 5.7084, 1.0731], [-1.6864, 5.3851, 0.1777], [-3.1489, 3.4971, 2.0695], [-1.3955, 3.7205, 1.8367], [-1.0483, -0.2724, 2.2790], [-2.1457, -1.8401, 1.3777], [-3.2817, -1.6237, 0.6008], [-3.9625, -2.6987, 0.0445], [-3.5377, -4.0006, 0.2759], [-2.4216, -4.2220, 1.0696], [-1.7248, -3.1482, 1.6081], [-3.6443, -0.6157, 0.4501], [-4.8436, -2.5162, -0.5593], [-4.0791, -4.8360, -0.1505], [-2.0853, -5.2332, 1.2654], [-0.8409, -3.3290, 2.2083]]}

---

Record 7
{"formula": "C54H50CsN8O5P", "method": "ωB97M-V with the def2-TZVPD basis set", "de_lowest_kcal_mol": 43.2, "total_charge": -2, "homo_ev": -1.56, "e_tot_ha": -3263.50000, "e_lumo_ev": 3.072, "gap_ev": 4.63, "symbols": ["Cs", "O", "C", "O", "C", "C", "C", "C", "C", "O", "C", "C", "O", "O", "H", "H", "H", "H", "H", "H", "H", "H", "C", "C", "C", "C", "C", "C", "N", "N", "C", "C", "C", "C", "C", "C", "H", "H", "H", "H", "H", "H", "H", "H", "H", "N", "C", "C", "C", "C", "C", "C", "P", "C", "C", "C", "C", "C", "C", "C", "C", "C", "C", "C", "C", "H", "H", "H", "H", "H", "H", "H", "H", "H", "H", "H", "H", "H", "H", "H", "H", "C", "C", "N", "C", "C", "C", "C", "C", "C", "C", "C", "N", "C", "N", "H", "H", "H", "H", "H", "H", "H", "H", "H", "C", "C", "C", "C", "N", "N", "C", "H", "H", "H", "H", "H", "H", "H", "H"], "xyz": [[2.1557, -0.1772, -0.3937], [5.4794, -0.9602, 2.6949], [4.5129, -1.0808, 1.9305], [4.2183, -0.3617, 0.9305], [3.5704, -2.2934, 2.1711], [3.4884, -3.2129, 0.9343], [2.9260, -4.5892, 1.3339], [1.4176, -4.2653, 1.4877], [1.4094, -2.7573, 1.2101], [2.4049, -2.6640, 0.1784], [2.0438, -1.9933, 2.3848], [1.6294, -0.5048, 2.5358], [2.1486, 0.1434, 3.4493], [0.7413, -0.0710, 1.7329], [3.9749, -2.8408, 3.0222], [4.3832, -3.2255, 0.3160], [3.3841, -4.9647, 2.2504], [3.0950, -5.3167, 0.5383], [1.0140, -4.5116, 2.4715], [0.8257, -4.7801, 0.7300], [0.4634, -2.3442, 0.8629], [1.7298, -2.4344, 3.3355], [-4.2632, -2.6615, -2.6256], [-3.6143, -2.1883, -1.4913], [-2.2270, -2.1866, -1.4326], [-1.4865, -2.5979, -2.5354], [-2.1325, -3.0676, -3.6764], [-3.5192, -3.1110, -3.7108], [-0.0596, -2.5945, -2.4281], [0.5180, -2.2606, -3.4777], [1.9635, -2.4277, -3.4294], [2.4130, -3.5939, -2.7994], [3.7726, -3.8539, -2.7704], [4.6347, -2.9185, -3.3391], [4.1264, -1.7708, -3.9369], [2.7533, -1.4575, -4.0627], [-5.3462, -2.6771, -2.6616], [-4.1891, -1.8101, -0.6524], [-1.6984, -1.8421, -0.5507], [-1.5316, -3.3900, -4.5161], [-4.0221, -3.4889, -4.5937], [1.7136, -4.2755, -2.3311], [4.1533, -4.7525, -2.2965], [5.7077, -3.0934, -3.3154], [4.8628, -1.0774, -4.3488], [-1.4842, 0.5674, 0.2879], [-2.8137, 0.4983, 0.5755], [-3.7208, 1.3289, -0.1179], [-5.0758, 1.2674, 0.1183], [-5.5947, 0.3870, 1.0645], [-4.7150, -0.4332, 1.7493], [-3.3409, -0.4228, 1.5134], [-2.1819, -1.5532, 2.3720], [-2.0192, -0.6869, 3.9838], [-0.8099, -0.0308, 4.2144], [-0.6194, 0.6914, 5.3878], [-1.6260, 0.7615, 6.3368], [-2.8336, 0.1083, 6.1144], [-3.0279, -0.6085, 4.9454], [-3.2372, -2.9889, 2.7979], [-2.9120, -3.7410, 3.9314], [-3.5571, -4.9356, 4.2071], [-4.5364, -5.4178, 3.3478], [-4.8536, -4.6938, 2.2091], [-4.2093, -3.4944, 1.9362], [-1.1656, 1.3400, -0.2797], [-0.7756, 0.2614, 0.9654], [-3.3247, 2.0358, -0.8392], [-5.7399, 1.9219, -0.4352], [-6.6582, 0.3432, 1.2612], [-5.1061, -1.1297, 2.4825], [-0.0082, -0.0875, 3.4842], [0.3320, 1.1818, 5.5508], [-1.4721, 1.3196, 7.2531], [-3.6233, 0.1579, 6.8553], [-3.9699, -1.1185, 4.7788], [-2.1398, -3.3867, 4.6041], [-3.2857, -5.4957, 5.0939], [-5.0366, -6.3550, 3.5587], [-5.6018, -5.0626, 1.5178], [-4.4621, -2.9529, 1.0327], [3.0783, 4.0710, 1.3449], [2.6273, 2.8765, 0.7905], [1.7706, 2.8409, -0.2264], [1.3391, 3.9906, -0.7277], [1.7520, 5.2409, -0.2708], [2.6340, 5.2643, 0.8103], [1.1935, 6.4521, -0.8916], [1.7919, 7.6029, -1.2148], [3.2232, 7.9433, -1.1867], [4.2519, 7.0218, -1.3906], [5.5434, 7.5067, -1.3925], [5.8337, 8.7972, -1.2134], [4.7848, 9.5915, -1.0502], [3.5043, 9.2464, -1.0380], [3.7527, 4.0432, 2.1896], [2.9533, 1.9251, 1.2025], [0.6314, 3.9092, -1.5499], [2.9515, 6.2109, 1.2317], [0.1272, 6.3987, -1.0936], [1.1770, 8.4240, -1.5648], [4.0510, 5.9739, -1.5514], [6.3808, 6.8358, -1.5485], [4.9946, 10.6483, -0.9164], [-3.3205, 0.2992, -4.5707], [-1.9698, 0.7637, -4.1462], [-0.9103, 1.2779, -4.8558], [0.1143, 1.4894, -3.9029], [-0.3009, 1.1575, -2.6933], [-1.5711, 0.7307, -2.8588], [1.5238, 1.9199, -4.1250], [-3.4438, 0.4504, -5.6425], [-4.1121, 0.8491, -4.0553], [-3.4579, -0.7616, -4.3561], [-0.8603, 1.4305, -5.9213], [-2.0254, 0.2644, -2.0885], [1.5934, 2.6654, -4.9204], [2.1204, 1.0357, -4.3856], [1.9337, 2.3390, -3.2046]]}

---

Record 8
{"formula": "C11H25FNO2P2Ru", "method": "ωB97M-V with the def2-TZVPD basis set", "de_lowest_kcal_mol": 17.8, "total_charge": 0, "s2": 8.766, "homo_ev": [-3.89, -8.80], "spin_multiplicity": 6, "e_tot_ha": -1516.55802, "e_lumo_ev": [0.542, -1.713], "gap_ev": [4.43, 7.09], "symbols": ["C", "C", "N", "C", "C", "C", "C", "P", "Ru", "P", "C", "O", "O", "H", "H", "H", "C", "C", "H", "H", "H", "H", "C", "C", "H", "H", "H", "H", "H", "H", "H", "H", "H", "H", "H", "H", "H", "H", "H", "H", "H", "H", "F"], "xyz": [[3.0680, -0.2560, 1.2112], [1.8107, 0.2276, 0.8491], [0.8038, -0.6453, 0.5879], [0.9392, -1.9604, 0.8483], [2.1521, -2.4651, 1.3271], [3.2359, -1.6077, 1.4686], [1.5004, 1.6643, 0.6364], [-0.3093, 1.9611, 0.8582], [-0.9399, 0.1104, -0.2518], [-1.4873, -2.0166, -0.4931], [-0.2527, -2.8601, 0.5963], [2.0329, 2.4290, -1.8425], [-0.3068, 2.0463, -2.7151], [3.8716, 0.4698, 1.2951], [2.1879, -3.5320, 1.5135], [4.1971, -2.0039, 1.7782], [-0.5403, 2.2608, 2.6277], [-0.6613, 3.5455, 0.0548], [0.0669, -3.7960, 0.1160], [-0.7618, -3.1187, 1.5411], [1.8194, 1.9926, -0.4912], [2.0747, 2.3034, 1.3147], [-3.0985, -2.6754, -0.0177], [-1.1452, -2.7252, -2.1321], [-0.9468, 1.4371, -2.2091], [-0.8214, 2.5037, -3.3996], [1.1045, 2.2328, -2.2778], [2.6675, 1.8205, -2.2585], [-1.7460, 0.2674, 1.1396], [-0.4907, -0.2420, -1.7391], [0.1426, 3.0398, 2.9995], [-1.5840, 2.5717, 2.7781], [-0.3697, 1.3213, 3.1693], [-0.0047, 4.3402, 0.4301], [-0.5499, 3.4454, -1.0328], [-1.7055, 3.7967, 0.2802], [-1.1811, -3.8216, -2.1152], [-1.8925, -2.3222, -2.8271], [-0.1556, -2.3762, -2.4508], [-3.1657, -3.7546, -0.2200], [-3.2762, -2.4812, 1.0479], [-3.8541, -2.1396, -0.6080], [-2.4281, 1.0125, -1.3876]]}